# 1
Entry from the OMol25 dataset: a 15-piece molecular cluster, C30H90O15 overall in a non-equilibrium geometry (the ωB97M-V functional and the def2-TZVPD basis).

Computed properties:
spin multiplicity: 1
net charge: 0
Kohn-Sham gap: 0.3750 Ha
LUMO level: 0.007 Eh
ΔE to the lowest compared entry with this formula, charge and spin: 8.7830 eV

```
135
C30H90O15 the ωB97M-V functional and the def2-TZVPD basis
C 25.490 4.692 6.878
C 24.017 4.901 7.016
O 23.402 3.641 6.691
H 25.804 3.891 7.546
H 26.030 5.601 7.142
H 25.770 4.358 5.879
H 23.621 5.642 6.322
H 23.839 5.209 8.046
H 23.465 3.486 5.746
C 19.922 10.022 1.241
C 18.988 10.223 2.420
O 17.745 10.605 1.982
H 20.920 9.916 1.666
H 19.859 10.876 0.568
H 19.834 9.135 0.613
H 19.400 10.998 3.066
H 19.033 9.328 3.040
H 17.726 11.561 2.072
C 19.198 -3.083 10.045
C 19.620 -2.171 8.883
O 21.032 -2.013 8.906
H 19.496 -2.675 11.010
H 19.721 -4.037 9.981
H 18.127 -3.277 9.983
H 19.164 -1.186 8.981
H 19.359 -2.513 7.882
H 21.150 -1.189 8.428
C 14.479 1.863 -6.918
C 13.974 3.139 -6.110
O 14.969 3.387 -5.134
H 15.445 2.076 -7.377
H 13.771 1.541 -7.682
H 14.577 0.981 -6.285
H 12.938 3.016 -5.795
H 13.933 3.973 -6.810
H 14.805 4.210 -4.668
C 11.701 -4.964 6.470
C 12.155 -3.538 6.809
O 13.254 -3.080 6.109
H 10.639 -5.089 6.679
H 12.218 -5.734 7.043
H 11.779 -5.170 5.403
H 12.388 -3.483 7.872
H 11.365 -2.812 6.617
H 13.338 -2.130 6.218
C 6.737 0.317 10.042
C 7.351 1.072 11.261
O 8.729 1.033 11.157
H 6.789 0.864 9.100
H 5.676 0.195 10.257
H 7.194 -0.661 9.890
H 7.163 0.558 12.203
H 6.926 2.065 11.414
H 9.089 1.691 10.558
C 24.880 -0.875 2.894
C 23.457 -0.827 2.362
O 23.235 0.554 2.123
H 25.275 -1.856 3.156
H 24.950 -0.294 3.814
H 25.578 -0.346 2.246
H 22.727 -1.234 3.061
H 23.439 -1.410 1.441
H 22.532 0.618 1.472
C 18.331 3.184 12.841
C 16.805 2.944 12.947
O 16.521 2.920 14.327
H 18.871 2.451 13.441
H 18.675 4.135 13.248
H 18.573 3.050 11.787
H 16.477 2.100 12.341
H 16.270 3.701 12.373
H 15.770 2.348 14.500
C 11.694 10.339 -1.107
C 12.614 9.708 -2.165
O 13.602 8.951 -1.449
H 11.752 9.786 -0.169
H 10.663 10.368 -1.459
H 11.986 11.364 -0.878
H 13.126 10.428 -2.804
H 12.022 9.148 -2.889
H 13.929 9.529 -0.756
C 10.225 6.833 6.288
C 9.880 5.872 7.412
O 11.000 5.753 8.246
H 11.073 6.426 5.736
H 10.600 7.800 6.621
H 9.394 6.983 5.598
H 9.680 4.857 7.068
H 9.056 6.229 8.030
H 11.209 6.551 8.737
C 13.419 -2.211 -0.766
C 12.245 -3.160 -0.656
O 11.741 -3.317 -1.937
H 14.274 -2.760 -1.160
H 13.583 -1.919 0.271
H 13.205 -1.331 -1.372
H 11.530 -2.846 0.104
H 12.623 -4.135 -0.349
H 11.128 -4.056 -1.948
C 16.454 3.602 3.445
C 16.112 3.989 4.831
O 15.105 3.111 5.199
H 15.679 3.852 2.720
H 16.669 2.540 3.326
H 17.309 4.164 3.069
H 15.731 5.010 4.854
H 16.937 3.978 5.543
H 14.611 3.559 5.891
C 9.222 2.411 1.516
C 9.614 3.410 0.442
O 8.548 3.671 -0.450
H 8.477 2.964 2.087
H 10.017 1.955 2.107
H 8.667 1.537 1.175
H 10.451 3.066 -0.165
H 9.907 4.394 0.807
H 8.492 2.935 -1.065
C 16.150 9.172 10.621
C 15.037 9.781 11.491
O 13.752 9.880 10.806
H 16.636 9.843 9.913
H 15.715 8.410 9.975
H 16.937 8.640 11.155
H 15.347 10.685 12.014
H 14.928 9.115 12.347
H 13.074 10.241 11.383
C 21.160 -0.578 -4.662
C 19.962 -0.821 -3.757
O 19.698 0.324 -2.960
H 20.928 0.280 -5.293
H 21.378 -1.417 -5.323
H 22.076 -0.319 -4.132
H 20.130 -1.677 -3.103
H 19.090 -1.013 -4.383
H 19.019 0.881 -3.348
```

Mulliken atomic charge list, values in e, 99 entries:
1. C -0.943
2. C -0.226
3. O -0.509
4. H 0.258
5. H 0.314
6. H 0.311
7. H 0.238
8. H 0.266
9. H 0.292
10. C -0.923
11. C -0.266
12. O -0.498
13. H 0.324
14. H 0.255
15. H 0.282
16. H 0.252
17. H 0.260
18. H 0.315
19. C -1.013
20. C -0.190
21. O -0.520
22. H 0.280
23. H 0.279
24. H 0.323
25. H 0.270
26. H 0.266
27. H 0.306
28. C -1.035
29. C -0.183
30. O -0.515
31. H 0.275
32. H 0.349
33. H 0.282
34. H 0.286
35. H 0.247
36. H 0.293
37. C -0.971
38. C -0.182
39. O -0.533
40. H 0.314
41. H 0.262
42. H 0.294
43. H 0.240
44. H 0.267
45. H 0.310
46. C -0.884
47. C -0.276
48. O -0.516
49. H 0.288
50. H 0.302
51. H 0.261
52. H 0.250
53. H 0.277
54. H 0.297
55. C -1.081
56. C -0.099
57. O -0.516
58. H 0.345
59. H 0.258
60. H 0.296
61. H 0.244
62. H 0.260
63. H 0.293
64. C -0.984
65. C -0.224
66. O -0.506
67. H 0.286
68. H 0.274
69. H 0.318
70. H 0.295
71. H 0.244
72. H 0.296
73. C -1.038
74. C -0.121
75. O -0.535
76. H 0.319
77. H 0.304
78. H 0.307
79. H 0.212
80. H 0.264
81. H 0.287
82. C -0.944
83. C -0.158
84. O -0.534
85. H 0.247
86. H 0.307
87. H 0.307
88. H 0.229
89. H 0.250
90. H 0.296
91. C -0.933
92. C -0.207
93. O -0.511
94. H 0.258
95. H 0.298
96. H 0.278
97. H 0.282
98. H 0.242
99. H 0.293

---

# 2
Entry from the OMol25 dataset: one molecule with the formula C2HO2P in a non-equilibrium geometry (the ωB97M-V functional and the def2-TZVPD basis).

Computed properties:
spin multiplicity: 1
net charge: 0
Kohn-Sham gap: 0.2287 Ha
LUMO level: -0.042 Eh
ΔE to the lowest compared entry with this formula, charge and spin: 3.6775 eV

```
6
C2HO2P the ωB97M-V functional and the def2-TZVPD basis
C -0.315 0.330 0.091
C 0.074 0.381 -1.141
O -0.003 -0.438 1.298
O 0.473 0.441 -2.254
P 0.351 -1.937 1.346
H -0.580 1.224 0.659
```

Population analysis type Mulliken, resulting atomic charges in e:
1. C -0.412
2. C 0.696
3. O -0.238
4. O -0.328
5. P -0.002
6. H 0.285

---

# 3
Entry from the OMol25 dataset: C4H5LiO3Pr as an isolated structure in a non-equilibrium geometry (the ωB97M-V functional and the def2-TZVPD basis).

Computed properties:
spin multiplicity: 4
net charge: +2
Kohn-Sham gap (spin up / spin down): 0.2461 / 0.2482 Ha
LUMO level (spin up / spin down): -0.326 / -0.324 Eh
ΔE to the lowest compared entry with this formula, charge and spin: 0.0000 eV

```
14
C4H5LiO3Pr the ωB97M-V functional and the def2-TZVPD basis
Pr -0.265 -2.721 0.353
O -0.339 -0.317 1.352
C -0.647 0.292 2.619
H 0.229 0.837 2.982
H -1.506 0.958 2.490
H -0.890 -0.540 3.283
C 0.521 -0.651 -2.943
C 0.288 0.251 -1.986
O 0.342 -0.427 -0.656
C 0.049 0.439 0.329
O 0.220 1.635 0.354
Li 0.686 2.262 -1.483
H 0.853 -0.286 -3.917
H 0.461 -1.734 -2.777
```

Population analysis type Mulliken, resulting atomic charges in e:
1. Pr 1.732
2. O -0.377
3. C -0.598
4. H 0.314
5. H 0.317
6. H 0.260
7. C -0.686
8. C -0.237
9. O -0.295
10. C 1.113
11. O -0.606
12. Li 0.931
13. H 0.258
14. H -0.128

---

# 4
Entry from the OMol25 dataset: a 8-piece molecular cluster, C40H63Cl2O24PSSi overall in a non-equilibrium geometry (the ωB97M-V functional and the def2-TZVPD basis).

Computed properties:
structure (SMILES): C#CC[Si@](CCCCS(=O)(=O)Cl)(CC(=O)Cl)P(C)CC.C[C@@H]1COC(=O)O1.C[C@@H]1COC(=O)O1.C[C@@H]1COC(=O)O1.C[C@@H]1COC(=O)O1.C[C@@H]1COC(=O)O1.C[C@@H]1COC(=O)O1.C[C@@H]1COC(=O)O1
spin multiplicity: 1
net charge: 0
Kohn-Sham gap: 0.2431 Ha
LUMO level: -0.014 Eh

```
132
C40H63Cl2O24PSSi the ωB97M-V functional and the def2-TZVPD basis
C -0.629 -3.888 3.914
C 0.085 -3.772 2.931
C 1.152 -3.383 1.876
Si 0.346 -3.038 0.176
C -1.130 -4.164 -0.255
C -2.548 -3.639 0.231
C -3.446 -4.789 0.894
C -4.891 -4.116 1.131
S -5.015 -3.279 2.759
O -3.737 -2.655 3.165
O -5.984 -2.173 2.593
Cl -5.556 -4.620 4.233
C 1.709 -3.406 -1.167
C 2.271 -4.848 -0.922
O 1.649 -5.733 -0.404
Cl 3.991 -5.140 -1.526
P -0.041 -0.870 0.060
C -1.751 -0.460 -0.620
C -0.015 -0.282 1.880
C -0.752 1.139 1.922
H -1.459 -4.217 4.581
H 1.742 -2.472 2.219
H 1.926 -4.214 1.809
H -0.951 -5.156 0.281
H -1.088 -4.400 -1.364
H -2.513 -2.703 0.860
H -3.118 -3.345 -0.714
H -2.968 -5.142 1.851
H -3.532 -5.688 0.204
H -4.971 -3.306 0.339
H -5.734 -4.862 1.014
H 1.126 -3.458 -2.145
H 2.488 -2.602 -1.228
H -1.724 0.587 -1.035
H -2.454 -0.413 0.277
H -2.169 -1.226 -1.320
H 1.027 -0.282 2.310
H -0.623 -0.980 2.546
H -0.303 1.729 2.784
H -0.657 1.711 0.953
H -1.831 0.932 2.190
C 5.717 -0.256 -4.244
C 4.510 0.324 -3.538
C 4.580 0.226 -2.040
O 3.206 0.156 -1.670
C 2.537 -0.374 -2.729
O 1.406 -0.748 -2.695
O 3.332 -0.426 -3.836
H 5.709 0.029 -5.298
H 6.649 0.103 -3.802
H 5.704 -1.348 -4.216
H 4.346 1.357 -3.860
H 5.056 1.098 -1.591
H 5.086 -0.677 -1.684
C 0.353 5.619 4.832
C 0.984 4.277 5.126
C 2.415 4.370 5.570
O 2.958 3.127 5.128
C 2.210 2.724 4.065
O 2.504 1.824 3.338
O 1.082 3.484 3.938
H -0.729 5.509 4.720
H 0.540 6.332 5.627
H 0.723 6.030 3.891
H 0.377 3.726 5.851
H 2.506 4.466 6.652
H 2.968 5.185 5.094
C 4.823 -8.121 -3.805
C 4.508 -7.730 -5.233
C 5.299 -8.493 -6.259
O 5.378 -7.567 -7.339
C 5.275 -6.319 -6.800
O 5.492 -5.309 -7.392
O 4.895 -6.380 -5.492
H 4.081 -7.696 -3.127
H 4.818 -9.206 -3.677
H 5.793 -7.728 -3.493
H 3.432 -7.817 -5.419
H 4.795 -9.407 -6.572
H 6.314 -8.739 -5.933
C -7.612 -3.329 -4.391
C -7.066 -2.686 -3.135
C -7.425 -1.234 -2.991
O -6.333 -0.719 -2.234
C -5.262 -1.517 -2.489
O -4.141 -1.264 -2.170
O -5.638 -2.644 -3.159
H -7.502 -4.414 -4.337
H -8.671 -3.101 -4.528
H -7.058 -3.002 -5.274
H -7.374 -3.259 -2.254
H -8.365 -1.092 -2.457
H -7.474 -0.699 -3.945
C -0.410 4.925 11.080
C -0.716 5.301 9.646
C 0.074 4.520 8.634
O 0.167 5.432 7.540
C 0.071 6.689 8.067
O 0.298 7.690 7.466
O -0.317 6.645 9.373
H -1.152 5.364 11.750
H -0.425 3.842 11.220
H 0.562 5.314 11.391
H -1.791 5.221 9.456
H -0.436 3.605 8.329
H 1.086 4.269 8.967
C -0.024 7.136 -0.323
C 0.908 7.983 0.517
C 2.303 8.076 -0.034
O 3.087 8.268 1.141
C 2.397 7.710 2.173
O 2.845 7.522 3.262
O 1.126 7.390 1.797
H -1.057 7.276 0.005
H 0.036 7.403 -1.379
H 0.198 6.072 -0.208
H 0.477 8.978 0.672
H 2.421 8.917 -0.718
H 2.637 7.162 -0.533
C -1.487 0.224 -4.754
C -1.583 1.205 -5.902
C -0.482 1.058 -6.915
O -0.360 2.381 -7.432
C -0.789 3.229 -6.456
O -0.645 4.412 -6.479
O -1.401 2.547 -5.447
H -2.412 0.235 -4.172
H -1.323 -0.795 -5.110
H -0.684 0.496 -4.066
H -2.568 1.137 -6.375
H -0.742 0.357 -7.708
H 0.476 0.762 -6.478
```

Mulliken atomic charge list, values in e, 99 entries:
1. C -0.204
2. C -0.737
3. C -0.211
4. Si -0.290
5. C -0.705
6. C 0.263
7. C -0.642
8. C -0.344
9. S 1.092
10. O -0.481
11. O -0.584
12. Cl -0.243
13. C -0.173
14. C 0.315
15. O -0.454
16. Cl -0.247
17. P 0.305
18. C -0.996
19. C -0.052
20. C -0.753
21. H 0.383
22. H 0.368
23. H 0.564
24. H 0.368
25. H 0.402
26. H -0.002
27. H -0.092
28. H 0.297
29. H 0.373
30. H -0.045
31. H 0.451
32. H 0.317
33. H 0.015
34. H 0.581
35. H 0.237
36. H 0.152
37. H 0.226
38. H 0.120
39. H -0.011
40. H 0.225
41. H 0.276
42. C -1.495
43. C 0.450
44. C -0.522
45. O -0.180
46. C 0.536
47. O -0.357
48. O -0.388
49. H 0.367
50. H 0.370
51. H 0.365
52. H 0.267
53. H 0.321
54. H 0.306
55. C -1.156
56. C 0.871
57. C -0.219
58. O -0.396
59. C 0.548
60. O -0.532
61. O -0.414
62. H 0.407
63. H 0.229
64. H 0.213
65. H 0.138
66. H 0.159
67. H 0.217
68. C -1.240
69. C 0.509
70. C -0.485
71. O -0.325
72. C 0.594
73. O -0.532
74. O -0.287
75. H 0.178
76. H 0.369
77. H 0.348
78. H 0.236
79. H 0.322
80. H 0.305
81. C -1.454
82. C 0.530
83. C -0.500
84. O -0.307
85. C 0.636
86. O -0.586
87. O -0.333
88. H 0.355
89. H 0.381
90. H 0.353
91. H 0.226
92. H 0.326
93. H 0.308
94. C -1.485
95. C 0.533
96. C -0.696
97. O -0.145
98. C 0.543
99. O -0.517